Density functional theory data (ωB97M-V with the def2-TZVPD basis set) for one molecule with the formula C25H32N2O4.

**Charge**: 0
**Strongest force on any atom**: 0.540 eV/Å
**Multiplicity**: 1
**Electronic energy**: -1382.35049 Eh
**SMILES**: COC(=O)CCCNC(=O)c1ccc(OC2CCN(CCc3ccccc3)CC2)cc1
**HOMO**: -8.55 eV
**Relative energy (zero: lowest compared OMol25 entry of this formula, charge and spin)**: 1.365 eV
**Molar mass**: 424.541 Da

Last column: natural (NBO) charge in e.
CARTESIAN COORDINATES (ANGSTROEM)
C: -0.670 -1.043 -0.478  -0.276
O: -1.979 -1.552 -0.685  -0.502
C: -2.841 -1.508 0.329  0.819
O: -2.574 -1.094 1.430  -0.641
C: -4.177 -2.085 -0.082  -0.517
C: -5.335 -1.460 0.694  -0.403
C: -5.649 -0.044 0.199  -0.226
N: -4.536 0.856 0.378  -0.609
C: -3.722 1.200 -0.649  0.663
O: -3.981 0.918 -1.806  -0.635
C: -2.502 1.981 -0.289  -0.185
C: -1.876 2.683 -1.318  -0.150
C: -0.699 3.368 -1.098  -0.265
C: -0.115 3.361 0.166  0.309
O: 1.056 4.053 0.387  -0.522
C: 2.273 3.312 0.280  0.111
C: 2.415 2.240 1.363  -0.454
C: 3.738 1.479 1.188  -0.218
N: 3.897 0.887 -0.125  -0.451
C: 3.058 -0.276 -0.354  -0.209
C: 3.696 -1.552 0.220  -0.414
C: 2.734 -2.694 0.068  -0.038
C: 1.842 -3.006 1.086  -0.214
C: 0.906 -4.013 0.925  -0.207
C: 0.849 -4.721 -0.263  -0.224
C: 1.735 -4.421 -1.284  -0.224
C: 2.669 -3.414 -1.119  -0.167
C: 3.790 1.912 -1.143  -0.207
C: 2.458 2.675 -1.099  -0.462
C: -0.752 2.689 1.205  -0.288
C: -1.929 2.000 0.980  -0.118
H: -0.474 -0.949 0.592  0.208
H: -0.594 -0.065 -0.957  0.193
H: 0.030 -1.743 -0.932  0.202
H: -4.132 -3.158 0.119  0.240
H: -4.296 -1.942 -1.156  0.244
H: -5.072 -1.427 1.754  0.215
H: -6.229 -2.074 0.578  0.214
H: -6.517 0.352 0.737  0.198
H: -5.867 -0.059 -0.871  0.232
H: -4.232 1.016 1.325  0.399
H: -2.330 2.663 -2.297  0.240
H: -0.219 3.911 -1.898  0.226
H: 3.041 4.080 0.430  0.188
H: 1.580 1.539 1.286  0.207
H: 2.383 2.703 2.350  0.218
H: 3.810 0.693 1.942  0.202
H: 4.574 2.169 1.340  0.195
H: 2.051 -0.168 0.076  0.171
H: 2.938 -0.409 -1.432  0.201
H: 4.627 -1.751 -0.311  0.216
H: 3.930 -1.400 1.274  0.206
H: 1.882 -2.455 2.016  0.209
H: 0.220 -4.242 1.726  0.216
H: 0.119 -5.506 -0.392  0.214
H: 1.698 -4.974 -2.211  0.213
H: 3.360 -3.184 -1.918  0.200
H: 3.924 1.450 -2.123  0.203
H: 4.614 2.616 -0.985  0.191
H: 1.636 1.981 -1.294  0.209
H: 2.446 3.447 -1.869  0.218
H: -0.320 2.711 2.194  0.225
H: -2.361 1.444 1.799  0.211

Density functional theory data (ωB97M-V with the def2-TZVPD basis set) for one molecule with the formula C2H5N3O3 in a non-equilibrium geometry.

**Charge**: 0
**Strongest force on any atom**: 3.930 eV/Å
**Multiplicity**: 1
**Electronic energy**: -469.12773 Eh
**SMILES**: NNC(=O)N(O)C=O
**HOMO**: -10.05 eV
**Relative energy (zero: lowest compared OMol25 entry of this formula, charge and spin)**: 1.986 eV
**Molar mass**: 119.080 Da

Last column: natural (NBO) charge in e.
CARTESIAN COORDINATES (ANGSTROEM)
N: -2.607 -0.252 0.060  -0.608
N: -1.246 -0.517 -0.030  -0.469
C: -0.291 0.435 0.000  0.749
O: -0.494 1.602 -0.045  -0.618
N: 1.015 -0.130 -0.138  -0.193
O: 1.123 -1.445 0.010  -0.534
C: 2.063 0.673 0.005  0.483
O: 3.177 0.205 0.090  -0.615
H: -2.731 0.243 0.927  0.353
H: -2.885 0.377 -0.612  0.354
H: -0.824 -1.433 -0.155  0.409
H: 2.083 -1.476 -0.112  0.505
H: 1.615 1.719 0.000  0.184

Density functional theory data (ωB97M-V with the def2-TZVPD basis set) for C17H21ClN2O3S2 as an isolated structure in a non-equilibrium geometry.

**Charge**: 0
**Strongest force on any atom**: 1.251 eV/Å
**Multiplicity**: 1
**Electronic energy**: -2252.21669 Eh
**HOMO**: -9.17 eV
**Relative energy (zero: lowest compared OMol25 entry of this formula, charge and spin)**: 0.052 eV
**Molar mass**: 400.953 Da

Last column: natural (NBO) charge in e.
CARTESIAN COORDINATES (ANGSTROEM)
C: -0.768 4.324 -3.189  -0.599
H: -1.339 5.143 -2.757  0.209
H: -0.017 4.745 -3.853  0.207
C: -0.116 3.495 -2.086  -0.199
C: -1.174 2.940 -1.135  -0.613
H: -0.714 2.391 -0.317  0.217
H: -1.846 2.269 -1.668  0.199
H: -1.762 3.751 -0.711  0.211
C: 0.708 2.353 -2.706  -0.483
C: 1.459 1.623 -1.632  0.693
O: 2.391 2.131 -1.006  -0.616
N: 1.020 0.368 -1.369  -0.668
C: 1.591 -0.185 -0.340  0.373
N: 1.322 -1.423 0.062  -0.411
C: 1.980 -1.919 1.255  -0.035
C: 0.966 -2.313 2.317  -0.679
H: 1.404 -2.926 3.099  0.248
H: 0.075 -2.781 1.922  0.270
S: 0.591 -0.699 3.065  2.177
O: 0.029 -0.843 4.377  -0.931
O: -0.110 0.124 2.124  -0.939
C: 2.351 -0.255 3.130  -0.674
C: 2.874 -0.785 1.809  -0.407
H: 3.913 -1.104 1.896  0.241
S: 2.831 0.618 0.571  0.401
H: 2.760 -0.759 4.002  0.242
H: 2.475 0.819 3.221  0.265
H: 2.590 -2.789 0.967  0.218
C: 0.407 -2.264 -0.687  -0.254
C: -1.017 -2.182 -0.192  -0.099
C: -1.715 -3.290 0.279  -0.033
C: -3.014 -3.179 0.747  -0.237
C: -3.633 -1.943 0.754  -0.190
C: -2.959 -0.830 0.280  -0.217
C: -1.668 -0.953 -0.194  -0.111
H: -1.136 -0.096 -0.571  0.234
H: -3.438 0.137 0.281  0.220
H: -4.641 -1.855 1.128  0.219
H: -3.529 -4.056 1.108  0.228
Cl: -0.970 -4.865 0.308  -0.015
H: 0.440 -1.910 -1.721  0.257
H: 0.773 -3.292 -0.639  0.223
H: 0.056 1.651 -3.224  0.220
H: 1.430 2.775 -3.409  0.229
H: 0.570 4.132 -1.518  0.210
H: -1.444 3.708 -3.778  0.200

Density functional theory data (ωB97M-V with the def2-TZVPD basis set) for C34H72Cl6F3K2N6O10P2 as an isolated structure in a non-equilibrium geometry.

**Charge**: +2
**Strongest force on any atom**: 5.548 eV/Å
**Multiplicity**: 2
**Electronic energy**: -7362.43351 Eh
**Expectation value of S²**: 0.761
**HOMO (alpha / beta)**: -11.12 / -11.12 eV
**Molar mass**: 1134.838 Da

Last column: Mulliken spin population.
CARTESIAN COORDINATES (ANGSTROEM)
K: 0.103 -3.926 -2.635  0.000
K: 2.249 -2.839 -5.937  0.000
C: 1.086 -0.663 -2.446  0.000
O: 0.946 -1.783 -1.641  0.000
O: 1.057 -1.282 -3.735  0.000
C: 0.224 0.548 -2.111  0.000
F: 0.759 1.205 -1.122  0.000
F: 0.109 1.390 -3.093  0.000
F: -0.933 0.182 -1.740  0.000
C: 1.266 -1.580 -0.207  0.001
C: 0.943 -2.821 0.527  0.000
H: -0.142 -2.913 0.575  0.000
H: 1.439 -3.637 0.002  0.000
H: 1.241 -2.692 1.567  0.000
H: 0.600 -0.838 0.233  0.000
H: 2.315 -1.284 -0.182  0.000
H: 2.073 -0.224 -2.296  0.000
Cl: 3.759 4.659 0.543  0.000
C: 2.022 4.581 0.127  0.000
C: 1.107 5.212 1.217  0.000
Cl: 1.790 4.908 2.828  0.002
H: 1.841 3.507 0.159  0.000
H: 1.724 4.775 -0.904  0.000
H: 0.091 4.817 1.210  0.000
H: 1.086 6.290 1.054  0.000
Cl: 4.084 0.949 0.288  0.000
C: 4.491 0.960 -1.449  0.000
C: 5.992 1.100 -1.511  0.000
Cl: 6.808 -0.342 -0.898  0.000
H: 3.894 1.746 -1.912  0.000
H: 4.116 0.006 -1.820  0.000
H: 6.179 1.870 -0.763  0.000
H: 6.339 1.368 -2.509  0.000
Cl: 6.637 -5.082 -2.397  0.000
C: 6.175 -3.473 -1.812  0.000
C: 4.618 -3.452 -1.705  0.000
Cl: 3.921 -3.741 -3.348  0.000
H: 6.620 -2.825 -2.566  0.000
H: 6.561 -3.263 -0.815  0.000
H: 4.241 -2.487 -1.369  0.000
H: 4.274 -4.282 -1.088  0.000
O: -2.043 1.015 5.931  0.016
P: -0.674 0.502 6.254  -0.052
N: 0.477 1.758 6.335  0.545
C: 0.428 2.788 5.350  0.005
C: 1.823 1.337 6.668  -0.012
N: -0.042 -0.709 5.209  0.324
C: 1.092 -1.626 5.518  -0.016
C: -0.562 -0.750 3.788  -0.002
N: -0.672 -0.195 7.861  0.004
C: -0.806 -1.631 8.145  0.000
C: -0.797 0.538 9.098  0.003
H: -0.561 3.245 5.328  0.014
H: 0.532 2.465 4.314  0.038
H: 1.146 3.587 5.538  0.007
H: 1.890 0.504 7.368  0.000
H: 2.439 2.142 7.068  0.016
H: 2.196 0.916 5.734  0.043
H: 0.725 -2.503 6.050  0.018
H: 1.588 -2.035 4.638  0.008
H: 1.799 -1.126 6.180  0.014
H: -0.622 0.270 3.406  0.017
H: 0.025 -1.464 3.209  -0.001
H: -1.600 -1.052 3.922  0.011
H: 0.058 -2.067 8.647  0.000
H: -1.727 -1.837 8.690  0.000
H: -0.860 -2.250 7.249  -0.001
H: -1.776 0.487 9.575  -0.001
H: -0.634 1.607 8.960  0.000
H: 0.002 0.283 9.794  0.001
O: -5.079 0.206 -7.448  0.000
P: -3.961 0.620 -6.569  0.000
N: -4.176 2.038 -5.620  0.000
C: -5.009 2.979 -6.395  0.000
C: -3.230 2.665 -4.728  0.000
N: -2.620 0.996 -7.610  0.000
C: -2.500 0.264 -8.853  0.000
C: -1.394 1.727 -7.125  0.000
N: -3.479 -0.695 -5.572  0.000
C: -2.164 -0.910 -5.047  0.000
C: -4.352 -1.849 -5.261  0.000
H: -4.486 3.205 -7.324  0.000
H: -5.122 3.904 -5.830  0.000
H: -6.022 2.648 -6.620  0.000
H: -2.459 3.176 -5.306  0.000
H: -2.735 1.964 -4.055  0.000
H: -3.752 3.279 -3.994  0.000
H: -2.830 -0.765 -8.708  0.000
H: -3.106 0.725 -9.634  0.000
H: -1.463 0.111 -9.151  0.000
H: -1.363 1.609 -6.042  0.000
H: -0.505 1.346 -7.628  0.000
H: -1.328 2.789 -7.360  0.000
H: -1.341 -0.377 -5.523  0.000
H: -1.970 -0.429 -4.089  0.000
H: -1.994 -1.978 -4.911  0.000
H: -4.079 -2.640 -5.961  0.000
H: -5.395 -1.731 -5.554  0.000
H: -4.218 -2.121 -4.214  0.000
O: -2.606 5.353 -0.600  0.000
C: -2.518 4.357 0.047  0.000
O: -2.343 4.477 1.376  0.000
C: -2.333 3.164 1.970  0.001
C: -2.372 2.045 0.879  0.000
C: -2.817 2.809 -0.296  0.000
H: -3.073 2.852 2.707  0.000
H: -1.394 2.891 2.451  -0.001
H: -2.934 1.183 1.240  0.000
H: -1.415 1.623 0.572  0.000
H: -3.859 2.653 -0.573  0.000
H: -2.153 2.601 -1.135  0.000
O: -2.700 -3.032 -2.570  0.000
C: -3.312 -2.654 -1.545  0.000
O: -3.383 -3.428 -0.491  0.000
C: -4.113 -2.874 0.581  0.000
C: -4.541 -1.481 0.244  0.000
C: -4.196 -1.381 -1.236  0.000
H: -3.493 -2.952 1.474  0.000
H: -5.020 -3.470 0.675  0.000
H: -3.967 -0.681 0.711  0.000
H: -5.587 -1.356 0.522  0.000
H: -3.610 -0.495 -1.478  0.000
H: -5.050 -1.389 -1.914  0.000
O: 4.658 -4.540 1.261  0.000
C: 4.296 -3.553 1.927  0.000
O: 4.307 -2.304 1.570  0.001
C: 4.459 -1.436 2.694  0.000
C: 4.968 -2.352 3.897  0.000
C: 4.234 -3.617 3.455  0.000
H: 3.535 -0.921 2.959  0.000
H: 5.239 -0.756 2.352  0.000
H: 4.659 -1.915 4.847  0.000
H: 6.011 -2.637 4.037  0.000
H: 3.197 -3.878 3.668  0.000
H: 4.812 -4.506 3.707  0.000

Density functional theory data (ωB97M-V with the def2-TZVPD basis set) for a 2-piece molecular cluster, C7H9N6OS overall in a non-equilibrium geometry.

**Charge**: +1
**Strongest force on any atom**: 4.656 eV/Å
**Multiplicity**: 1
**Electronic energy**: -1073.74521 Eh
**HOMO**: -12.40 eV
**Relative energy (zero: lowest compared OMol25 entry of this formula, charge and spin)**: 0.956 eV
**Molar mass**: 225.257 Da

Last column: natural (NBO) charge in e.
CARTESIAN COORDINATES (ANGSTROEM)
C: 2.959 -0.018 0.346  -0.244
C: 1.897 -0.769 -0.179  -0.141
C: 2.655 0.583 1.553  -0.375
C: -0.184 2.415 -1.079  0.210
C: 0.826 -0.861 0.655  -0.447
C: -0.405 -1.628 0.642  0.708
C: -2.072 1.181 -0.093  0.229
N: 0.699 2.157 -2.044  -0.272
N: 0.460 0.896 -2.389  -0.017
N: -0.473 0.374 -1.752  -0.154
N: -0.930 1.333 -0.870  -0.310
N: -1.242 -1.905 1.718  -0.741
N: -3.017 0.415 -0.465  -0.733
O: -0.779 -2.199 -0.420  -0.577
S: 1.160 0.073 2.044  0.567
H: 3.853 0.065 -0.217  0.256
H: 2.100 -1.402 -1.080  0.261
H: 3.254 1.272 2.243  0.295
H: -0.395 3.331 -0.474  0.257
H: -0.756 -1.663 2.569  0.423
H: -2.197 -2.208 1.613  0.448
H: -3.200 -0.096 -1.371  0.399
H: -0.348 -1.686 -1.118  0.533
H: -3.865 0.341 0.168  0.421

Density functional theory data (ωB97M-V with the def2-TZVPD basis set) for C9H14B3F7O9S as an isolated structure in a non-equilibrium geometry.

**Charge**: 0
**Strongest force on any atom**: 1.351 eV/Å
**Multiplicity**: 1
**Electronic energy**: -2200.65300 Eh
**HOMO**: -11.11 eV
**Molar mass**: 463.691 Da

Last column: natural (NBO) charge in e.
CARTESIAN COORDINATES (ANGSTROEM)
C: 2.687 0.158 -0.760  -0.876
S: 1.547 1.087 0.273  1.951
O: 1.644 2.470 -0.124  -0.956
O: 1.812 0.850 1.667  -0.933
B: -0.153 0.341 -0.077  0.854
O: -1.288 1.075 -0.099  -0.847
B: -2.389 0.259 -0.321  1.009
O: -2.482 -0.961 0.338  -0.869
B: -1.294 -1.607 0.192  1.338
F: -1.168 -2.842 0.617  -0.458
O: -0.169 -1.010 -0.337  -0.883
H: 2.389 -0.891 -0.765  0.251
H: 2.657 0.552 -1.772  0.249
H: 3.681 0.190 -0.321  0.265
H: -3.245 0.541 -1.088  -0.088
C: -3.888 -4.951 -0.080  -0.638
C: -4.353 -5.843 1.050  -0.079
O: -4.519 -7.201 0.602  -0.477
C: -3.416 -7.942 0.561  0.691
O: -2.316 -7.580 0.858  -0.536
C: -3.764 -9.368 0.111  0.898
F: -4.614 -9.368 -0.929  -0.309
F: -4.348 -10.050 1.113  -0.309
F: -2.672 -10.041 -0.258  -0.300
H: -4.571 -5.024 -0.927  0.214
H: -3.842 -3.914 0.254  0.223
H: -2.900 -5.243 -0.435  0.224
H: -5.330 -5.520 1.404  0.197
H: -3.671 -5.802 1.899  0.202
C: 2.339 5.286 -0.311  -0.647
C: 3.572 5.712 0.452  -0.077
O: 4.260 6.788 -0.222  -0.478
C: 3.792 8.009 -0.005  0.691
O: 2.862 8.294 0.692  -0.540
C: 4.655 9.036 -0.751  0.898
F: 4.936 8.636 -2.003  -0.310
F: 5.826 9.224 -0.113  -0.312
F: 4.043 10.220 -0.833  -0.302
H: 2.595 5.026 -1.339  0.208
H: 1.876 4.424 0.163  0.261
H: 1.607 6.094 -0.356  0.212
H: 4.281 4.888 0.504  0.194
H: 3.331 5.998 1.475  0.198